Computed, not measured: a structure of composition C34H35Br2LaN2OS2Sb at a distorted geometry, with ωB97M-V/def2-TZVPD.

Each line ends with the Löwdin charge.
Cartesian coordinates (Å):
1 La -0.35 -0.02 -0.82  1.76
2 Br -0.15 -1.99 6.05  0.93
3 C -0.22 -1.48 4.27  -0.66
4 C -0.08 -0.15 3.91  -0.06
5 C -0.12 0.16 2.57  -0.12
6 N -0.31 -0.75 1.60  -0.06
7 C -0.48 -2.04 1.96  -0.20
8 C -0.41 -2.44 3.29  -0.03
9 C -0.70 -3.03 0.87  -0.21
10 C -1.01 -4.35 1.14  -0.03
11 C -1.13 -5.25 0.09  -0.66
12 Br -1.54 -7.03 0.43  0.93
13 C -0.93 -4.81 -1.21  -0.06
14 C -0.66 -3.47 -1.40  -0.11
15 N -0.56 -2.58 -0.40  -0.04
16 H 0.07 0.63 4.65  0.13
17 H -0.02 1.19 2.26  0.10
18 H -0.51 -3.47 3.57  0.11
19 H -1.15 -4.70 2.15  0.11
20 H -0.99 -5.49 -2.05  0.13
21 H -0.49 -3.10 -2.40  0.10
22 C 5.18 -2.81 -1.77  -0.10
23 C 5.54 -1.36 -1.42  -0.28
24 C 4.42 -0.36 -1.69  -0.32
25 S 3.01 -0.68 -0.61  1.06
26 O 1.75 -0.18 -1.43  -0.80
27 C 3.22 0.57 0.69  -0.30
28 C 2.49 1.89 0.44  -0.29
29 C 2.97 2.70 -0.75  -0.08
30 H 6.06 -3.44 -1.71  0.09
31 H 4.79 -2.88 -2.78  0.08
32 H 4.44 -3.22 -1.08  0.06
33 H 6.39 -1.03 -2.03  0.13
34 H 5.87 -1.28 -0.38  0.12
35 H 4.01 -0.46 -2.70  0.11
36 H 4.73 0.67 -1.53  0.09
37 H 4.30 0.72 0.78  0.12
38 H 2.87 0.09 1.60  0.09
39 H 2.61 2.48 1.35  0.14
40 H 1.40 1.72 0.37  0.01
41 H 4.04 2.92 -0.66  0.10
42 H 2.46 3.66 -0.79  0.09
43 H 2.81 2.19 -1.70  0.07
44 S -1.43 2.44 -0.23  0.03
45 Sb -3.35 1.81 -1.38  1.37
46 C -2.33 0.57 -2.82  -0.47
47 C -2.60 -0.78 -3.04  -0.15
48 C -1.88 -1.48 -4.01  -0.06
49 C -0.89 -0.85 -4.74  -0.03
50 C -0.62 0.50 -4.53  -0.04
51 C -1.34 1.21 -3.57  -0.18
52 C -4.47 0.51 -0.20  -0.36
53 C -3.91 -0.73 0.14  -0.16
54 C -4.61 -1.60 0.95  -0.05
55 C -5.87 -1.24 1.42  -0.03
56 C -6.42 -0.01 1.10  -0.03
57 C -5.72 0.87 0.28  -0.09
58 C -4.33 3.38 -2.30  -0.37
59 C -5.71 3.32 -2.47  -0.11
60 C -6.33 4.39 -3.10  -0.04
61 C -5.57 5.47 -3.55  -0.02
62 C -4.19 5.50 -3.37  -0.04
63 C -3.55 4.45 -2.73  -0.12
64 H -3.41 -1.28 -2.51  0.11
65 H -2.12 -2.52 -4.20  0.13
66 H -0.34 -1.39 -5.50  0.13
67 H 0.13 1.01 -5.13  0.13
68 H -1.15 2.27 -3.44  0.10
69 H -2.93 -1.02 -0.21  0.04
70 H -4.19 -2.56 1.21  0.11
71 H -6.43 -1.93 2.05  0.13
72 H -7.40 0.26 1.47  0.13
73 H -6.16 1.84 0.06  0.10
74 H -6.30 2.48 -2.15  0.10
75 H -7.40 4.38 -3.25  0.13
76 H -6.06 6.30 -4.04  0.13
77 H -3.62 6.35 -3.72  0.12
78 H -2.48 4.49 -2.56  0.09

Results
Highest occupied orbital energy in hartree: -0.6055
HOMO-LUMO gap in eV: 7.93
Charge: +3

***

Computed, not measured: a structure of composition C21H27N4O5PPd, with ωB97M-V/def2-TZVPD.

Each line ends with the Löwdin charge.
Cartesian coordinates (Å):
1 Pd 0.35 -1.22 0.51  0.29
2 O 0.82 -0.83 4.61  0.05
3 C 0.80 -1.57 3.65  -0.47
4 O 1.73 -1.57 2.70  0.01
5 C -0.30 -2.63 3.35  -0.66
6 O -0.76 -3.23 4.33  -0.03
7 O -0.59 -2.75 2.13  -0.11
8 C 1.23 0.67 -2.22  -0.28
9 P -0.13 -0.26 -1.39  0.82
10 C -0.39 -1.49 -2.77  -0.34
11 C 0.31 -2.69 -2.65  -0.10
12 C 0.23 -3.65 -3.65  -0.10
13 C -0.55 -3.44 -4.78  -0.13
14 C -1.25 -2.24 -4.91  -0.12
15 C -1.16 -1.27 -3.91  -0.10
16 C -1.54 0.87 -1.74  -0.36
17 C -2.84 0.40 -1.51  -0.12
18 C -3.94 1.23 -1.65  -0.11
19 C -3.77 2.57 -1.98  -0.13
20 C -2.49 3.06 -2.19  -0.11
21 C -1.39 2.22 -2.07  -0.10
22 H 0.99 0.99 -3.24  0.03
23 H 2.08 -0.02 -2.23  0.02
24 H 1.52 1.53 -1.61  0.03
25 H 0.90 -2.86 -1.76  0.07
26 H 0.78 -4.58 -3.54  0.09
27 H -0.62 -4.19 -5.55  0.08
28 H -1.87 -2.06 -5.78  0.08
29 H -1.70 -0.34 -4.03  0.09
30 H -2.97 -0.63 -1.21  0.11
31 H -4.93 0.83 -1.47  0.09
32 H -4.63 3.23 -2.07  0.08
33 H -2.34 4.10 -2.44  0.09
34 H -0.40 2.62 -2.24  0.08
35 C 0.96 2.31 1.69  -0.08
36 C -0.09 1.95 2.72  -0.30
37 O -1.04 1.10 2.10  -0.19
38 C -2.03 0.67 3.00  -0.29
39 C -2.95 -0.30 2.27  -0.07
40 H 1.83 2.75 2.16  0.07
41 H 0.55 3.00 0.95  0.06
42 H 1.28 1.40 1.17  0.04
43 H -0.60 2.85 3.09  0.11
44 H 0.36 1.44 3.58  0.11
45 H -2.60 1.54 3.37  0.11
46 H -1.56 0.18 3.86  0.11
47 H -3.57 0.22 1.55  0.06
48 H -3.58 -0.82 2.99  0.07
49 H -2.34 -1.04 1.75  0.05
50 N 3.86 0.12 2.74  0.08
51 C 4.63 0.44 1.74  -0.62
52 N 5.61 1.45 1.89  0.06
53 N 4.63 -0.07 0.50  0.04
54 C 3.70 -0.92 0.13  -0.42
55 N 2.94 -1.69 -0.31  0.08
56 H 4.05 0.71 3.55  0.04
57 H 2.47 -0.92 2.84  0.04
58 H 6.02 1.46 2.81  0.06
59 H 6.30 1.39 1.16  0.05

Results
Highest occupied orbital energy in hartree: -0.0177
HOMO-LUMO gap in eV: 5.13
Energy above the lowest of the compared OMol25 structures with the same formula, charge and spin in eV: 0.313
Charge: -2

***

Computed, not measured: the molecule C6H11NO2 at a distorted geometry, with ωB97M-V/def2-TZVPD.

Each line ends with the Löwdin charge.
Cartesian coordinates (Å):
1 C -2.92 0.29 0.51  0.15
2 C -0.74 0.65 -0.24  -0.34
3 C 0.77 -1.15 0.86  -0.07
4 C 1.57 1.15 0.47  -0.03
5 C 0.94 -0.42 -1.54  -0.04
6 C 0.64 0.02 -0.15  -0.53
7 N -1.84 -0.25 0.04  -0.23
8 O -0.93 1.77 -0.62  0.16
9 O -1.79 -1.48 -0.23  -0.06
10 H -3.65 -0.35 0.80  0.06
11 H -3.02 1.33 0.66  0.09
12 H 1.83 -1.63 0.84  0.12
13 H 0.03 -2.03 0.86  0.10
14 H 0.55 -0.74 1.78  0.04
15 H 2.64 0.73 0.73  0.12
16 H 0.87 1.57 1.16  0.07
17 H 1.75 1.95 -0.32  0.09
18 H 1.94 -0.93 -1.47  0.11
19 H 1.25 0.42 -2.19  0.10
20 H 0.10 -0.90 -1.96  0.07

Results
Highest occupied orbital energy (spin up / spin down) in hartree: -0.3369 / -0.3369
HOMO-LUMO gap (spin up / spin down) in eV: 8.95 / 8.95
Energy above the lowest of the compared OMol25 structures with the same formula, charge and spin in eV: 4.536

***

Computed, not measured: the molecule C27H29N3O4, with ωB97M-V/def2-TZVPD.

Each line ends with the Löwdin charge.
Cartesian coordinates (Å):
1 C -1.74 7.40 -1.12  -0.09
2 H -1.69 6.38 -1.51  0.10
3 O -1.81 7.41 0.29  -0.09
4 C -0.77 6.88 0.99  -0.28
5 C -0.88 6.93 2.38  0.00
6 C 0.12 6.42 3.18  0.00
7 C 1.26 5.86 2.61  -0.27
8 C 1.37 5.80 1.23  -0.01
9 C 0.37 6.31 0.43  -0.01
10 H 0.49 6.26 -0.64  0.11
11 H 2.24 5.36 0.76  0.11
12 O 2.19 5.37 3.50  -0.06
13 C 3.42 4.91 2.99  -0.10
14 C 3.32 3.59 2.20  -0.47
15 O 4.15 3.29 1.36  0.07
16 N 2.25 2.85 2.57  0.14
17 C 1.80 1.63 2.07  -0.22
18 C 2.50 0.90 1.11  -0.01
19 C 2.00 -0.31 0.66  -0.02
20 C 0.79 -0.82 1.12  -0.23
21 C 0.10 -0.08 2.08  -0.02
22 C 0.60 1.12 2.55  -0.02
23 H 0.04 1.68 3.29  0.11
24 H -0.85 -0.42 2.46  0.10
25 N 0.30 -2.02 0.66  -0.10
26 C -0.77 -2.72 1.34  -0.14
27 H -1.75 -2.30 1.09  0.13
28 C -0.74 -4.19 0.96  -0.11
29 N -0.96 -4.34 -0.46  -0.03
30 C -1.68 -5.39 -0.92  -0.44
31 O -2.11 -6.26 -0.18  0.08
32 C -1.92 -5.40 -2.40  -0.13
33 C -2.93 -4.63 -2.94  -0.03
34 C -3.19 -4.66 -4.30  -0.08
35 C -2.44 -5.47 -5.12  -0.08
36 C -1.43 -6.25 -4.59  -0.04
37 C -1.15 -6.24 -3.23  -0.22
38 C -0.06 -7.08 -2.64  -0.03
39 H 0.31 -7.79 -3.37  0.08
40 H -0.43 -7.62 -1.77  0.09
41 H 0.77 -6.45 -2.31  0.09
42 H -0.84 -6.89 -5.23  0.11
43 H -2.63 -5.50 -6.18  0.10
44 H -3.99 -4.06 -4.71  0.10
45 H -3.53 -4.00 -2.29  0.12
46 C -0.46 -3.27 -1.30  -0.12
47 H -0.14 -3.68 -2.26  0.13
48 C 0.72 -2.59 -0.60  -0.14
49 H 1.08 -1.79 -1.25  0.12
50 H 1.53 -3.31 -0.47  0.13
51 H -1.24 -2.53 -1.49  0.13
52 H 0.23 -4.63 1.24  0.14
53 H -1.52 -4.75 1.48  0.13
54 H -0.62 -2.63 2.42  0.13
55 H 2.59 -0.86 -0.06  0.10
56 H 3.44 1.27 0.74  0.10
57 H 1.66 3.26 3.28  0.14
58 H 3.90 5.66 2.36  0.14
59 H 4.05 4.73 3.86  0.14
60 H 0.04 6.46 4.25  0.12
61 H -1.76 7.37 2.81  0.12
62 H -2.67 7.87 -1.46  0.09
63 H -0.89 7.98 -1.49  0.10

Results
Highest occupied orbital energy in hartree: -0.2725
HOMO-LUMO gap in eV: 7.99
Energy above the lowest of the compared OMol25 structures with the same formula, charge and spin in eV: 3.031

***

Computed, not measured: a cluster of 2 separate species, C3H11N2S in total at a distorted geometry, with ωB97M-V/def2-TZVPD.

Each line ends with the Löwdin charge.
Cartesian coordinates (Å):
1 C 0.69 0.24 0.42  -0.07
2 N 1.94 3.17 -1.20  0.20
3 C 1.28 2.07 -0.88  -0.14
4 N 1.71 1.12 -0.10  0.02
5 H 1.22 -0.71 0.66  0.12
6 H 0.01 0.04 -0.43  0.08
7 H 0.16 0.62 1.24  0.08
8 H 2.91 3.24 -0.94  0.14
9 H 1.59 3.79 -1.92  0.14
10 H 0.26 1.95 -1.32  0.19
11 H 2.55 1.17 0.46  0.18
12 C -1.63 -2.26 -0.59  -0.49
13 S -1.82 -2.04 1.21  0.62
14 H -0.62 -1.99 -0.90  0.00
15 H -1.87 -3.30 -0.88  0.04
16 H -2.46 -1.74 -1.07  0.03
17 H -2.13 -0.69 1.16  -0.13

Results
Highest occupied orbital energy in hartree: -0.4387
HOMO-LUMO gap in eV: 8.06
Energy above the lowest of the compared OMol25 structures with the same formula, charge and spin in eV: 0.992
Charge: +1